Here is a cluster of 5 separate species, C31H59ClF2N3O7 in total at a distorted geometry from OMol25. Energies are from ωB97M-V with the def2-TZVPD basis set.

Last columns: bonded neighbours and bond lengths (Å).
Element x y z (Å)
1 C -0.71 2.91 0.28  H28 1.091, H32 1.091, O56 1.406, C97 1.531
2 C 6.46 -1.48 4.85  H7 1.089, H23 1.092, C90 1.528, C100 1.523
3 H -1.67 4.94 -2.05  C17 1.091
4 H -3.67 4.83 6.53  C74 1.090
5 H -0.70 2.94 6.79  C53 1.096
6 C 4.12 1.17 0.30  H29 1.092, C65 1.538, H91 1.095, H102 1.090
7 H 7.43 -1.19 5.26  C2 1.089
8 C -2.45 -2.87 -4.74  H25 1.095, C67 1.520, O87 1.441, H101 1.091
9 H 0.57 2.96 -2.34  C35 1.094
10 C 4.54 3.49 -0.72  H27 1.095, C49 1.530, C65 1.529, H70 1.095
11 H -4.14 -4.64 1.28  C59 1.094
12 H -1.27 1.98 4.65  C21 1.091
13 H -0.15 0.21 0.24  C69 1.097
14 H 5.24 0.31 4.57  C100 1.091
15 O -4.51 -4.11 -0.69  C59 1.441, C79 1.440
16 H 6.62 -3.62 4.33  C90 1.089
17 C -1.45 5.39 -1.08  H3 1.091, H30 1.088, H47 1.088, C77 1.508
18 H -5.84 -4.66 0.79  C59 1.089
19 C -2.23 -0.90 -1.03  N20 1.296, N41 1.387, N52 1.343
20 N -2.65 -2.05 -1.45  C19 1.296, H57 1.025, H84 1.023
21 C -2.11 2.18 5.32  H12 1.091, C53 1.524, H63 1.093, C92 1.528
22 H -5.57 -6.73 -0.42  C60 1.091
23 H 5.80 -1.74 5.68  C2 1.092
24 O -3.43 4.96 0.19  C77 1.187
25 H -3.47 -3.26 -4.74  C8 1.095
26 H -3.56 3.40 4.19  C92 1.089
27 H 5.30 4.05 -1.28  C10 1.095
28 H -0.16 2.50 1.13  C1 1.091
29 H 3.45 0.46 -0.20  C6 1.092
30 H -0.38 5.33 -0.91  C17 1.088
31 H 4.86 1.59 -1.71  C65 1.094
32 H 0.01 3.39 -0.39  C1 1.091
33 H -0.34 -4.70 -6.58  C58 1.088
34 H -2.13 4.26 4.76  C92 1.092
35 C 0.96 1.97 -2.58  H9 1.094, C36 1.540, C75 1.531, H88 1.089
36 C 2.37 2.15 -3.18  C35 1.540, H72 1.093, C73 1.533, H76 1.095
37 H 2.43 4.26 -3.32  C73 1.095
38 H -3.06 -4.41 -2.11  C79 1.082
39 H 0.27 -4.06 -4.33  C51 1.093
40 H -0.77 -5.45 -3.97  C51 1.090
41 N -0.97 -0.48 -1.45  C19 1.387, F46 1.402, C69 1.463
42 C -2.53 1.13 0.36  N52 1.470, Cl71 1.769, C97 1.552, F103 1.345
43 H -1.57 1.50 7.34  C53 1.091
44 H 1.56 1.51 -0.55  C75 1.091
45 H 7.41 -2.52 3.20  C90 1.092
46 F -1.06 -0.29 -2.84  N41 1.402
47 H -1.75 6.44 -1.11  C17 1.088
48 H -3.50 -7.09 -1.69  C64 1.088
49 C 3.18 3.84 -1.34  C10 1.530, C73 1.536, H82 1.094, H83 1.098
50 H 5.32 -2.82 2.04  C61 1.091
51 C -0.74 -4.47 -4.45  H39 1.093, H40 1.090, C58 1.520, O87 1.441
52 N -2.99 -0.13 -0.25  C19 1.343, C42 1.470, H55 1.018
53 C -1.66 2.41 6.76  H5 1.096, C21 1.524, H43 1.091, O62 1.424
54 H -4.41 -7.00 0.88  C60 1.088
55 H -3.55 -0.66 0.41  N52 1.018
56 O -1.64 3.81 0.81  C1 1.406, C77 1.384
57 H -2.04 -2.65 -2.02  N20 1.025
58 C -1.17 -4.49 -5.90  H33 1.088, C51 1.520, H66 1.091, C67 1.528
59 C -4.83 -4.90 0.47  H11 1.094, O15 1.441, H18 1.089, C60 1.523
60 C -4.66 -6.35 0.04  H22 1.091, H54 1.088, C59 1.523, C64 1.531
61 C 5.25 -2.46 3.07  H50 1.091, O68 1.429, C90 1.523, H95 1.095
62 O -2.66 3.24 7.35  C53 1.424, C74 1.428
63 H -2.80 1.33 5.28  C21 1.093
64 C -3.54 -6.25 -1.00  H48 1.088, C60 1.531, C79 1.517, H96 1.092
65 C 4.92 2.02 -0.70  C6 1.538, C10 1.529, H31 1.094, H94 1.092
66 H -1.94 -5.25 -6.06  C58 1.091
67 C -1.76 -3.09 -6.08  C8 1.520, C58 1.528, H80 1.091, H86 1.088
68 O 4.98 -1.06 3.06  C61 1.429, C100 1.431
69 C -0.37 0.64 -0.74  H13 1.097, N41 1.463, C75 1.530, C97 1.534
70 H 4.56 3.87 0.30  C10 1.095
71 Cl -2.09 0.81 2.04  C42 1.769
72 H 2.28 2.11 -4.27  C36 1.093
73 C 3.03 3.49 -2.83  C36 1.533, H37 1.095, C49 1.536, H85 1.095
74 C -3.52 3.77 6.34  H4 1.090, O62 1.428, H81 1.095, C92 1.524
75 C 0.97 1.06 -1.35  C35 1.531, H44 1.091, C69 1.530, H78 1.094
76 H 3.01 1.30 -2.91  C36 1.095
77 C -2.28 4.72 -0.02  C17 1.508, O24 1.187, O56 1.384
78 H 1.49 0.13 -1.61  C75 1.094
79 C -3.90 -4.95 -1.69  O15 1.440, H38 1.082, C64 1.517, H98 1.095
80 H -0.96 -2.36 -6.22  C67 1.091
81 H -4.50 3.27 6.41  C74 1.095
82 H 3.06 4.92 -1.24  C49 1.094
83 H 2.36 3.40 -0.75  C49 1.098
84 H -3.60 -2.39 -1.28  N20 1.023
85 H 4.02 3.53 -3.29  C73 1.095
86 H -2.45 -3.01 -6.92  C67 1.088
87 O -1.67 -3.61 -3.77  C8 1.441, C51 1.441
88 H 0.29 1.56 -3.34  C35 1.089
89 O -1.93 2.28 -1.67  C97 1.410, H99 0.965
90 C 6.54 -2.64 3.86  C2 1.528, H16 1.089, H45 1.092, C61 1.523
91 H 3.50 1.80 0.95  C6 1.095
92 C -2.85 3.48 5.01  C21 1.528, H26 1.089, H34 1.092, C74 1.524
93 H 6.60 0.17 3.44  C100 1.095
94 H 5.98 1.96 -0.43  C65 1.092
95 H 4.42 -2.98 3.57  C61 1.095
96 H -2.57 -6.17 -0.50  C64 1.092
97 C -1.39 1.76 -0.48  C1 1.531, C42 1.552, C69 1.534, O89 1.410
98 H -4.62 -5.12 -2.50  C79 1.095
99 H -2.80 1.92 -1.88  O89 0.965
100 C 5.84 -0.39 3.99  C2 1.523, H14 1.091, O68 1.431, H93 1.095
101 H -2.47 -1.82 -4.45  C8 1.091
102 H 4.76 0.58 0.95  C6 1.090
103 F -3.62 1.93 0.36  C42 1.345

Highest occupied orbital energy (eV): -10.90
F_max (eV Å⁻¹): 1.23
Charge: +1
Spin multiplicity: 1
Kohn-Sham gap (eV): 7.4